{"formula": "C4H9N3", "method": "the ωB97M-V functional and the def2-TZVPD basis", "e_homo_ev": -9.29, "smiles": "CN(C)N(C)C#N", "relative_energy_kcal_mol": 86.60, "species": ["N", "N", "N", "C", "C", "C", "C", "H", "H", "H", "H", "H", "H", "H", "H", "H"], "coordinates": [[-1.418716, -0.170882, -0.113478], [-3.585978, -0.281696, 1.050371], [-0.516251, 1.051448, 0.311965], [-2.631765, -0.202426, 0.415389], [-0.905723, -1.528247, -0.455892], [0.238543, 1.516489, -0.861394], [0.434078, 0.859988, 1.430036], [0.022228, -1.809220, 0.111062], [-0.825178, -1.574470, -1.522224], [0.321801, 1.788832, 1.973278], [0.810201, 0.749256, -1.369650], [0.890730, 2.348425, -0.317703], [-1.725015, -2.203211, -0.437558], [1.448547, 0.581727, 1.131979], [-0.557538, 1.802732, -1.548375], [0.177913, 0.082458, 2.197599]], "forces_ev_per_angstrom": [[2.05, 1.03, 0.12], [-1.15, 0.01, -0.05], [-1.20, -2.75, -0.62], [1.10, 0.62, 1.15], [0.82, 1.35, -0.20], [-0.54, 1.15, 1.81], [-1.04, -1.51, 0.96], [-1.09, 0.08, -0.57], [1.37, 0.31, -0.85], [0.79, 0.31, 0.14], [0.67, -0.20, 0.21], [-1.22, -1.39, -2.16], [-0.68, -0.83, 1.40], [0.04, 0.46, -0.18], [0.53, 0.87, -0.22], [-0.45, 0.49, -0.95]], "nbo_charge": [-0.368, -0.388, -0.239, 0.415, -0.429, -0.422, -0.463, 0.210, 0.203, 0.226, 0.179, 0.217, 0.232, 0.185, 0.218, 0.222]}